(1)
This record from OMol25 describes a 3-piece molecular cluster, C21H38BN2O9 overall at a distorted geometry. The level of theory is ωB97M-V/def2-TZVPD.

Summary:
E_LUMO	2.38	eV
largest force on an atom	0.0263	Eh/bohr
E_HOMO	-0.157	Ha
net charge	-1
orbital gap	6.647	eV

Positions of all 71 atoms, in Å:
1 C 5.3153 2.3093 1.0911
2 C 4.3204 2.5002 0.2287
3 C 3.9543 1.5756 -0.8971
4 N 2.5515 1.1267 -0.8892
5 O 2.0400 1.2975 -2.2136
6 C 2.3743 -0.2950 -0.5136
7 O 0.9696 -0.5451 -0.4094
8 C 0.2684 0.2571 0.5260
9 C -0.2298 -0.5234 1.7633
10 C -0.3517 0.5116 2.8924
11 C -1.6117 -1.1249 1.4634
12 C -2.2450 -1.7812 2.7174
13 C -1.5448 -2.1577 0.3322
14 B 3.0625 -0.6982 0.8741
15 O 3.0289 0.2304 1.8907
16 N 3.6197 -2.0338 1.1444
17 C 5.0134 -2.0256 1.5639
18 C 2.7725 -2.8748 1.9707
19 C 2.9652 -1.2205 -1.6486
20 O 4.1984 -1.3820 -1.5533
21 O 2.1769 -1.6600 -2.5030
22 H 5.7329 3.1478 1.6368
23 H 5.7150 1.3285 1.3090
24 H 3.7152 3.4016 0.2939
25 H 4.0393 2.2030 -1.7851
26 H 4.6754 0.7641 -1.0241
27 H 1.3760 1.9881 -2.1236
28 H -0.6282 0.6259 0.0117
29 H 0.8269 1.1401 0.8320
30 H 0.4698 -1.3116 2.0370
31 H -0.6810 0.0779 3.8339
32 H 0.6193 0.9789 3.0683
33 H -1.0357 1.3060 2.5868
34 H -2.2880 -0.3321 1.1533
35 H -1.5217 -1.9013 3.5245
36 H -3.1060 -1.2203 3.0768
37 H -2.6105 -2.7828 2.4891
38 H -2.4877 -2.7091 0.3154
39 H -1.4412 -1.7040 -0.6515
40 H -0.7558 -2.8881 0.5084
41 H 3.3227 -0.1637 2.7194
42 H 5.4479 -1.0330 1.4407
43 H 5.1335 -2.3436 2.6067
44 H 5.5996 -2.6879 0.9219
45 H 3.0939 -3.9166 1.8801
46 H 2.7734 -2.6051 3.0410
47 H 1.7564 -2.8518 1.5788
48 O -4.6835 -0.8011 0.8376
49 C -5.0599 0.2505 0.4109
50 O -4.2093 1.1683 -0.0925
51 C -4.9090 2.3775 -0.4353
52 C -6.3603 1.9498 -0.6243
53 C -6.4792 0.7905 0.3649
54 H -4.7906 3.0863 0.3880
55 H -4.4544 2.7944 -1.3276
56 H -7.0687 2.7586 -0.4548
57 H -6.5053 1.5812 -1.6408
58 H -6.7498 1.1283 1.3665
59 H -7.1689 0.0156 0.0427
60 O -2.2840 2.4590 -2.4797
61 C -1.6454 1.5822 -2.9978
62 O -0.5212 1.8408 -3.6908
63 C -0.0186 0.6232 -4.2980
64 C -0.6033 -0.4972 -3.4641
65 C -1.9416 0.0945 -3.0176
66 H -0.3591 0.6053 -5.3379
67 H 1.0668 0.6329 -4.2724
68 H -0.6884 -1.4322 -4.0132
69 H 0.0446 -0.6796 -2.6025
70 H -2.7417 -0.0856 -3.7408
71 H -2.2585 -0.2403 -2.0323



(2)
This record from OMol25 describes C45H42F5IN3P2SY as an isolated structure at a distorted geometry. The level of theory is ωB97M-V/def2-TZVPD.

Summary:
E_LUMO	-5.10	eV
largest force on an atom	0.0216	Eh/bohr
E_HOMO	-0.477	Ha
net charge	+2
orbital gap	7.892	eV
energy relative to the best compared isomer or geometry (same formula, charge and spin)	1.3716	eV

Positions of all 100 atoms, in Å:
1 Y 0.0646 1.3222 -0.3071
2 C 0.7710 -1.3251 1.5093
3 C 0.6759 -0.6215 2.8631
4 P -1.0621 -0.0981 3.2079
5 C -1.1259 -0.0254 5.0171
6 C -0.0132 0.0903 5.8498
7 C -0.1732 0.1567 7.2268
8 C -1.4475 0.1122 7.7824
9 C -2.5601 -0.0081 6.9621
10 C -2.3975 -0.0839 5.5856
11 C -0.9876 1.7060 2.7789
12 C -1.9081 2.2026 1.8460
13 C -2.1176 3.5792 1.7031
14 C -1.4648 4.4581 2.5481
15 C -0.5506 3.9744 3.4855
16 C -0.2798 2.6222 3.5671
17 C 2.1824 -1.7792 1.1406
18 P 3.4369 -0.5810 0.4597
19 C 3.0837 1.1897 0.9272
20 C 3.2760 1.7173 2.2144
21 C 3.6147 3.0448 2.3951
22 C 3.8014 3.8812 1.2927
23 C 3.5753 3.4057 0.0147
24 C 3.2029 2.0742 -0.1573
25 C 4.9102 -0.8828 1.4747
26 C 6.1463 -0.7054 0.8558
27 C 7.3253 -0.8576 1.5751
28 C 7.2741 -1.1976 2.9191
29 C 6.0465 -1.3832 3.5460
30 C 4.8717 -1.2254 2.8264
31 H 0.3595 -0.7079 0.6950
32 H 0.0874 -2.1746 1.5201
33 H 1.3637 0.2199 2.9353
34 H 0.9593 -1.3431 3.6330
35 H 0.9900 0.1240 5.4362
36 H 0.6952 0.2400 7.8678
37 H -1.5714 0.1639 8.8566
38 H -3.5526 -0.0557 7.3917
39 H -3.2688 -0.1964 4.9494
40 H -2.5816 1.5189 1.3478
41 H -2.8478 3.9427 0.9908
42 H -1.6810 5.5186 2.5005
43 H -0.0590 4.6613 4.1609
44 H 0.4202 2.2658 4.3154
45 H 2.1183 -2.5253 0.3471
46 H 2.6053 -2.2889 2.0075
47 H 3.2550 1.0620 3.0773
48 H 3.7912 3.4221 3.3950
49 H 4.1288 4.9026 1.4434
50 H 3.7102 4.0461 -0.8478
51 H 3.1250 1.6959 -1.1708
52 H 6.1921 -0.4476 -0.1965
53 H 8.2801 -0.7211 1.0832
54 H 8.1912 -1.3260 3.4794
55 H 6.0069 -1.6536 4.5937
56 H 3.9238 -1.3703 3.3347
57 F 1.5654 8.1493 1.2578
58 C 1.2360 7.0940 0.5277
59 C 1.2217 5.8369 1.1005
60 F 1.5730 5.6927 2.3773
61 C 0.8681 4.7580 0.3163
62 F 0.8443 3.5120 0.8744
63 C 0.5759 4.8569 -1.0216
64 S 0.2511 3.4378 -2.0058
65 C 0.5974 6.1327 -1.5686
66 F 0.3195 6.3135 -2.8580
67 C 0.9134 7.2435 -0.8096
68 F 0.9248 8.4487 -1.3580
69 I 0.1875 -2.4552 -5.5031
70 C 0.9455 -1.4231 -3.9106
71 C 2.2604 -1.0651 -3.7006
72 N 2.3093 -0.4233 -2.5300
73 N 1.1062 -0.3476 -1.9346
74 C 0.2624 -0.9535 -2.7856
75 H 3.1523 -1.2557 -4.2770
76 H 3.1246 -0.1815 -1.9711
77 H -0.7804 -1.0541 -2.5276
78 C -2.9127 0.1783 -5.2781
79 N -2.5908 1.5712 -4.8086
80 C -3.6804 2.5568 -5.1364
81 C -2.0760 1.6756 -3.3755
82 C -2.7700 0.8685 -2.3053
83 C -4.1150 0.5296 -2.4250
84 C -4.7518 -0.2392 -1.4587
85 C -4.0344 -0.6668 -0.3596
86 C -2.7094 -0.2716 -0.2169
87 C -2.0164 0.5092 -1.1566
88 H -2.7916 0.1635 -6.3582
89 H -3.9329 -0.0625 -5.0060
90 H -2.2207 -0.5137 -4.8087
91 H -1.7925 1.8694 -5.3662
92 H -4.5085 2.4166 -4.4540
93 H -3.9962 2.3825 -6.1613
94 H -3.2711 3.5572 -5.0277
95 H -2.0770 2.7407 -3.1553
96 H -1.0351 1.3621 -3.4470
97 H -4.7101 0.8563 -3.2664
98 H -5.7963 -0.4999 -1.5727
99 H -4.4989 -1.2934 0.3928
100 H -2.2048 -0.6232 0.6818



(3)
This record from OMol25 describes a 17-piece molecular cluster, C34H43Cl32F10NO7S overall at a distorted geometry. The level of theory is ωB97M-V/def2-TZVPD.

Summary:
E_LUMO	-1.49	eV
largest force on an atom	0.0703	Eh/bohr
E_HOMO	-0.382	Ha
orbital gap	8.894	eV

Positions of all 128 atoms, in Å:
1 C 2.7171 3.5936 0.9220
2 C 3.5113 2.2997 0.8404
3 O 4.6633 2.3335 0.4915
4 O 2.9536 1.0750 1.1923
5 C 2.0439 1.1625 2.2583
6 O 2.3346 1.7190 3.2765
7 C 0.6994 0.4540 2.0016
8 C 0.4147 0.5483 0.4463
9 C -0.3173 1.6185 0.0161
10 C -0.5831 1.7913 -1.3350
11 C -0.1517 0.8753 -2.2376
12 C 0.5547 -0.2245 -1.7913
13 S 0.9937 -1.3818 -3.0989
14 O -0.0384 -1.2252 -4.0996
15 O 1.0248 -2.7406 -2.6591
16 C 2.5801 -0.8717 -3.9227
17 F 3.5669 -1.4695 -3.2511
18 F 2.7517 0.4449 -3.7484
19 C 2.6982 -1.3373 -5.4178
20 F 3.9712 -1.7417 -5.5879
21 F 1.9531 -2.4076 -5.6731
22 C 2.4716 -0.2306 -6.4887
23 F 3.3789 0.7387 -6.4147
24 F 2.6787 -0.8305 -7.6793
25 C 1.0418 0.3633 -6.5586
26 F 1.0259 1.1911 -7.6203
27 F 0.1316 -0.5569 -6.8043
28 F 0.7307 1.1096 -5.5095
29 C 0.8723 -0.4083 -0.4541
30 C 1.6755 -1.5956 0.0440
31 C 0.7355 -2.7737 0.3906
32 F 2.7068 -1.9324 -0.7846
33 C -1.4009 3.0627 -1.5202
34 O -1.8389 3.5748 -2.5120
35 N -1.5979 3.5365 -0.1863
36 C -0.9421 2.7725 0.7962
37 O -0.8628 2.9927 1.9771
38 H 3.0547 4.2789 0.1451
39 H 2.9176 4.0690 1.8837
40 H 1.6483 3.4174 0.7711
41 H 0.8208 -0.6030 2.2426
42 H -0.0818 0.8791 2.6098
43 H -0.3769 1.0219 -3.2884
44 H 2.1339 -1.2783 0.9825
45 H 0.8918 -3.0359 1.4458
46 H 0.9470 -3.6737 -0.1842
47 H -0.3084 -2.4611 0.3283
48 H -1.1564 4.4723 -0.1191
49 C 6.1960 -2.5805 0.6972
50 Cl 5.1734 -1.1428 0.7084
51 Cl 5.2883 -4.0240 0.2208
52 H 7.0063 -2.4280 -0.0076
53 H 6.5858 -2.7396 1.6980
54 C 6.1879 -5.2483 3.9499
55 Cl 7.0200 -3.7074 3.7047
56 Cl 4.4348 -5.0378 3.9958
57 H 6.4397 -5.9144 3.1319
58 H 6.5128 -5.6744 4.8904
59 C -2.6217 -1.5616 2.4745
60 Cl -3.6244 -0.7215 3.6570
61 Cl -1.6979 -0.4006 1.4956
62 H -1.9239 -2.2065 2.9957
63 H -3.2569 -2.1514 1.8231
64 C -2.9585 -0.4300 -6.1827
65 Cl -4.4421 -1.3740 -5.9789
66 Cl -3.1883 1.2535 -5.6958
67 H -2.1789 -0.8676 -5.5679
68 H -2.6688 -0.4565 -7.2269
69 C -1.0988 7.9541 -0.3631
70 Cl -1.6755 8.7345 1.1124
71 Cl -0.3865 6.3736 0.0001
72 H -1.9349 7.8190 -1.0405
73 H -0.3405 8.5772 -0.8224
74 C -7.7861 -1.6328 -6.9968
75 Cl -8.8311 -2.8584 -6.2632
76 Cl -7.9884 -1.5685 -8.7488
77 H -8.0376 -0.6644 -6.5796
78 H -6.7531 -1.8776 -6.7780
79 C 2.9288 -7.1017 -0.9165
80 Cl 3.2778 -8.7964 -0.5550
81 Cl 2.2435 -6.2645 0.4813
82 H 3.8516 -6.6075 -1.1993
83 H 2.2167 -7.0576 -1.7325
84 C -4.0873 4.6272 1.9073
85 Cl -3.3043 6.1939 1.6530
86 Cl -5.8428 4.7898 2.0392
87 H -3.8556 3.9843 1.0658
88 H -3.7040 4.1950 2.8254
89 C -1.1780 7.0394 4.5042
90 Cl 0.2611 7.7328 5.2659
91 Cl -1.3825 5.3413 4.9404
92 H -2.0497 7.5931 4.8343
93 H -1.0746 7.1140 3.4282
94 C 0.6351 7.1002 8.7159
95 Cl 2.0712 7.7880 9.4856
96 Cl 0.4272 5.3942 9.1329
97 H -0.2371 7.6499 9.0513
98 H 0.7406 7.1846 7.6400
99 C -12.4839 -2.1678 -5.3705
100 Cl -13.0994 -1.4542 -3.8741
101 Cl -12.4668 -0.9978 -6.6934
102 H -11.4710 -2.5140 -5.2013
103 H -13.1219 -2.9988 -5.6487
104 C 7.1506 -0.1888 5.8026
105 Cl 6.0967 -1.4381 6.4710
106 Cl 7.0216 -0.1058 4.0425
107 H 6.8636 0.7701 6.2190
108 H 8.1756 -0.4183 6.0670
109 C -5.4369 -3.8317 -11.1935
110 Cl -5.5193 -5.5166 -10.6670
111 Cl -4.7515 -2.7898 -9.9427
112 H -4.8123 -3.7724 -12.0774
113 H -6.4399 -3.4877 -11.4205
114 C -2.2871 1.8290 6.3464
115 Cl -3.3085 0.5221 6.9630
116 Cl -0.8760 1.2110 5.4765
117 H -2.8742 2.4397 5.6691
118 H -1.9426 2.4262 7.1832
119 C 10.2762 -4.1778 5.7924
120 Cl 8.8125 -5.1584 5.9202
121 Cl 9.9921 -2.5061 6.2868
122 H 11.0374 -4.6049 6.4349
123 H 10.6102 -4.1848 4.7608
124 C -4.9929 -4.1534 5.1187
125 Cl -3.4221 -3.8997 4.3464
126 Cl -4.9864 -3.6049 6.7963
127 H -5.7427 -3.5939 4.5705
128 H -5.2243 -5.2120 5.0963



(4)
This record from OMol25 describes C25H27Cl2NO3PtS2 as an isolated structure. The level of theory is ωB97M-V/def2-TZVPD.

Summary:
E_LUMO (spin up / spin down)	-2.20 / -2.20	eV
largest force on an atom	0.0043	Eh/bohr
E_HOMO (spin up / spin down)	-0.296 / -0.296	Ha
orbital gap (spin up / spin down)	5.863 / 5.862	eV
energy relative to the best compared isomer or geometry (same formula, charge and spin)	1.7523	eV

Positions of all 61 atoms, in Å:
1 Pt -0.7744 -0.5289 -0.5663
2 Cl -2.4941 -3.6336 -1.4266
3 C -1.8313 -4.0445 0.1166
4 C -1.4494 -5.3602 0.3235
5 C -0.9080 -5.7334 1.5417
6 C -0.7278 -4.7916 2.5389
7 C -1.0979 -3.4771 2.3076
8 Cl -0.7820 -2.3266 3.5724
9 C -1.6798 -3.0622 1.1051
10 S -2.2651 -1.4070 0.8978
11 H -1.5859 -6.0801 -0.4710
12 H -0.6189 -6.7619 1.7118
13 H -0.2930 -5.0610 3.4913
14 C -2.6232 6.3864 -3.4105
15 C -2.2619 4.9301 -3.3145
16 C -1.0676 4.5221 -2.7360
17 C -0.7376 3.1757 -2.6461
18 C -1.6158 2.2323 -3.1466
19 C -2.8136 2.6150 -3.7408
20 C -3.1286 3.9571 -3.8163
21 S -1.2460 0.5143 -3.0519
22 O -2.2214 -0.0842 -2.0845
23 O -1.2973 -0.0246 -4.3704
24 O 0.0721 0.4030 -2.3432
25 H -1.8546 7.0151 -2.9635
26 H -3.5664 6.5875 -2.9002
27 H -2.7451 6.6884 -4.4519
28 H -0.3802 5.2652 -2.3498
29 H 0.1951 2.8590 -2.2014
30 H -3.4858 1.8651 -4.1371
31 H -4.0625 4.2606 -4.2743
32 C 0.5271 2.4924 0.6652
33 C 0.4448 1.8434 2.0458
34 C -0.9934 1.5712 2.4925
35 C 1.3621 0.6497 2.2312
36 C 2.1681 0.6995 3.3513
37 C 3.1437 -0.2563 3.6132
38 C 3.4079 -1.2739 2.7140
39 C 2.6517 -1.3921 1.5642
40 C 3.0232 -2.4877 0.5860
41 C 3.3193 -1.9578 -0.8214
42 C 2.0322 -3.6545 0.5594
43 C 1.5397 -0.4860 1.3424
44 N 0.7781 -0.9103 0.3459
45 H 0.0242 3.4608 0.6958
46 H 0.0397 1.8943 -0.1009
47 H 1.5646 2.6562 0.3655
48 H 0.8413 2.5843 2.7458
49 H -1.4727 0.8121 1.8839
50 H -1.5714 2.4948 2.4219
51 H -1.0173 1.2322 3.5296
52 H 2.0480 1.5238 4.0432
53 H 3.7346 -0.1714 4.5173
54 H 4.2113 -1.9735 2.9044
55 H 3.9627 -2.8920 0.9758
56 H 2.4065 -1.6565 -1.3308
57 H 3.7988 -2.7429 -1.4084
58 H 3.9965 -1.1021 -0.7903
59 H 1.1011 -3.3708 0.0716
60 H 1.8012 -3.9969 1.5688
61 H 2.4744 -4.4897 0.0133



(5)
This record from OMol25 describes a 2-piece molecular cluster, C25H22F3NO3 overall at a distorted geometry. The level of theory is ωB97M-V/def2-TZVPD.

Summary:
E_LUMO	-2.57	eV
largest force on an atom	0.0429	Eh/bohr
E_HOMO	-0.262	Ha
orbital gap	4.548	eV
energy relative to the best compared isomer or geometry (same formula, charge and spin)	0.0000	eV

Positions of all 54 atoms, in Å:
1 C -6.3958 -2.7953 2.0099
2 O -6.1067 -1.3967 1.8179
3 C -4.8070 -1.0430 1.6330
4 C -4.5764 0.2128 1.0288
5 C -3.2911 0.5877 0.7074
6 C -2.1723 -0.2399 0.9886
7 C -0.8177 0.1872 0.6459
8 C -0.6419 1.1385 -0.3989
9 C 0.5267 1.8102 -0.6994
10 C 0.6833 2.7692 -1.7618
11 C 1.9830 3.2630 -2.0464
12 C 2.1815 4.2719 -2.9820
13 C 1.0885 4.8095 -3.6813
14 C -0.1940 4.2806 -3.4693
15 C -0.4000 3.2638 -2.5347
16 C 0.3201 -0.3354 1.3968
17 C 0.2030 -0.6694 2.7761
18 C 1.2772 -1.1205 3.5040
19 C 2.5485 -1.2498 2.8951
20 O 3.5509 -1.7004 3.6917
21 C 4.7821 -2.1192 3.0703
22 C 2.6969 -0.9426 1.5246
23 C 1.5934 -0.5075 0.8072
24 C -2.4381 -1.4975 1.5901
25 C -3.7140 -1.8859 1.9581
26 H -7.4711 -2.8178 2.1726
27 H -6.1384 -3.3649 1.1051
28 H -5.8694 -3.1907 2.8894
29 H -5.4345 0.8455 0.8112
30 H -3.1349 1.5664 0.2594
31 H -1.5312 1.3952 -0.9788
32 H 1.4085 1.6770 -0.0709
33 H 2.8269 2.8210 -1.5108
34 H 3.1893 4.6461 -3.1699
35 H 1.2402 5.6258 -4.3896
36 H -1.0410 4.6671 -4.0388
37 H -1.3951 2.8430 -2.3808
38 H -0.7647 -0.5747 3.2662
39 H 1.1812 -1.4268 4.5415
40 H 5.4038 -2.4148 3.9144
41 H 4.6138 -2.9795 2.4051
42 H 5.2491 -1.2893 2.5218
43 H 3.6497 -1.0729 1.0098
44 H 1.7331 -0.3331 -0.2596
45 H -1.6180 -2.1831 1.7941
46 H -3.8837 -2.8274 2.4832
47 H 0.6639 -0.7517 -1.9286
48 N 1.1702 -0.8401 -2.8106
49 C 2.4528 -1.1115 -2.6593
50 C 2.9572 -1.5877 -4.1054
51 F 2.8231 -2.9561 -4.1602
52 F 2.2737 -1.0536 -5.1482
53 F 4.2766 -1.3076 -4.2908
54 O 3.2887 -1.0956 -1.7430



(6)
This record from OMol25 describes a 11-piece molecular cluster, H22O11 overall at a distorted geometry. The level of theory is ωB97M-V/def2-TZVPD.

Summary:
E_LUMO	-0.41	eV
SMILES	O.O.O.O.O.O.O.O.O.O.O
largest force on an atom	0.0532	Eh/bohr
E_HOMO	-0.357	Ha
orbital gap	9.308	eV
energy relative to the best compared isomer or geometry (same formula, charge and spin)	1.2844	eV

Positions of all 33 atoms, in Å:
1 O 1.3532 2.7801 0.4971
2 H 1.3182 2.5651 -0.4049
3 H 1.8532 3.6081 0.5451
4 O 0.4012 -2.8579 -0.1599
5 H 1.2432 -2.5279 0.2191
6 H 0.0102 -3.3689 0.5581
7 O 2.5622 -1.5749 0.9631
8 H 3.2312 -2.1529 0.5851
9 H 2.4852 -1.8619 1.8971
10 O -2.5818 -0.9219 -2.0449
11 H -1.7638 -0.6059 -1.6509
12 H -2.5378 -1.8149 -1.6689
13 O 0.3152 2.1201 -1.9679
14 H 0.3692 1.1951 -1.7499
15 H 1.0042 2.2781 -2.6129
16 O -0.7468 -0.6239 2.6221
17 H -1.1328 -0.0789 3.2801
18 H 0.1752 -0.3439 2.5871
19 O 1.5252 0.7621 2.2191
20 H 1.4732 1.4741 1.5761
21 H 2.4182 0.4401 2.1271
22 O -3.1048 2.0911 -1.0069
23 H -2.5678 1.7971 -0.2099
24 H -3.2848 3.0311 -0.9679
25 O -0.2938 -0.3449 -0.5989
26 H -0.5888 0.3111 0.0561
27 H -0.1028 -1.1859 -0.1589
28 O -1.4438 1.3941 1.0201
29 H -1.3148 0.6321 1.5791
30 H -0.7898 2.0681 1.1371
31 O 0.1402 -3.0729 -2.9369
32 H 0.2902 -3.0259 -2.0009
33 H 0.0862 -2.1829 -3.3269